1.
{
  "formula": "C22H25Br2CeNO4Te",
  "method": "ωB97M-V/def2-TZVPD",
  "e_above_lowest_kcal_mol": 0.0,
  "elements": ["Ce", "Br", "C", "C", "C", "Br", "C", "C", "C", "C", "N", "C", "C", "O", "H", "H", "H", "H", "C", "O", "C", "C", "O", "C", "H", "H", "H", "H", "H", "H", "H", "H", "H", "H", "C", "C", "C", "C", "C", "C", "Te", "C", "C", "C", "H", "H", "H", "H", "H", "H", "H", "H", "H", "H", "H", "O"],
  "xyz": [[6.875, -15.609, 9.688], [2.644, -18.974, 10.043], [3.605, -18.361, 11.512], [3.204, -18.582, 12.853], [3.950, -18.046, 13.933], [3.772, -18.558, 15.695], [5.077, -17.164, 13.822], [5.780, -16.417, 14.789], [6.652, -15.426, 14.383], [6.995, -15.285, 13.045], [6.422, -16.101, 12.114], [5.460, -16.983, 12.457], [4.751, -17.530, 11.314], [5.228, -17.265, 10.141], [2.363, -19.244, 13.050], [5.681, -16.567, 15.839], [7.046, -14.690, 15.102], [7.742, -14.570, 12.712], [5.960, -16.494, 6.203], [7.129, -16.485, 7.160], [7.432, -17.891, 7.310], [8.745, -17.914, 7.955], [8.485, -17.614, 9.403], [7.988, -18.885, 10.052], [6.359, -16.631, 5.196], [5.363, -15.597, 6.373], [5.402, -17.365, 6.553], [7.483, -18.245, 6.267], [6.665, -18.445, 7.920], [9.343, -17.076, 7.636], [9.241, -18.890, 7.823], [7.907, -19.637, 9.222], [6.986, -18.700, 10.535], [8.726, -19.222, 10.805], [0.006, -8.911, 10.336], [1.122, -9.860, 10.087], [1.410, -10.312, 8.790], [2.266, -11.426, 8.542], [2.478, -12.110, 7.236], [3.011, -11.960, 9.598], [3.886, -14.017, 9.487], [2.933, -11.331, 10.887], [3.887, -11.738, 11.942], [1.949, -10.358, 11.080], [0.062, -8.092, 9.604], [0.051, -8.547, 11.370], [-0.979, -9.408, 10.225], [0.920, -9.903, 7.944], [1.837, -11.737, 6.471], [2.304, -13.193, 7.339], [3.548, -12.114, 6.926], [4.907, -11.752, 11.529], [3.745, -12.784, 12.283], [3.882, -10.985, 12.808], [1.786, -10.022, 12.088], [8.150, -14.336, 10.023]]
}

2.
{
  "formula": "C22H25Br39ClF5NOPS",
  "method": "ωB97M-V/def2-TZVPD",
  "elements": ["O", "C", "N", "C", "Cl", "C", "C", "C", "C", "C", "F", "F", "C", "F", "F", "F", "C", "P", "S", "H", "H", "H", "H", "H", "H", "H", "H", "H", "H", "H", "H", "C", "Br", "Br", "Br", "H", "C", "Br", "Br", "Br", "H", "C", "Br", "Br", "Br", "H", "C", "Br", "Br", "Br", "H", "C", "Br", "Br", "Br", "H", "C", "Br", "Br", "Br", "H", "C", "Br", "Br", "Br", "H", "C", "Br", "Br", "Br", "H", "C", "Br", "Br", "Br", "H", "C", "Br", "Br", "Br", "H", "C", "Br", "Br", "Br", "H", "C", "Br", "Br", "Br", "H", "C", "Br", "Br", "Br", "H"],
  "xyz": [[6.807, -0.995, 2.492], [6.746, -0.045, 1.750], [7.829, 0.777, 1.420], [7.322, 2.120, 1.121], [7.938, 3.295, 2.309], [5.783, 2.028, 1.159], [5.075, 3.022, 0.231], [3.791, 3.609, 0.812], [2.590, 2.650, 0.807], [2.001, 2.351, 2.165], [2.028, 3.455, 2.980], [2.745, 1.374, 2.799], [0.512, 1.845, 2.097], [0.155, 1.624, 0.826], [-0.329, 2.725, 2.605], [0.327, 0.700, 2.750], [5.528, 0.513, 1.046], [5.351, -0.222, -0.610], [5.838, -2.086, -0.719], [8.544, 0.748, 2.140], [7.702, 2.454, 0.151], [5.501, 2.297, 2.189], [4.867, 2.570, -0.751], [5.766, 3.856, 0.041], [4.014, 3.980, 1.817], [3.516, 4.495, 0.227], [2.835, 1.679, 0.352], [1.795, 3.072, 0.182], [4.630, 0.190, 1.590], [6.025, 0.666, -1.464], [4.009, 0.067, -0.888], [2.251, -3.707, 1.357], [1.746, -3.886, -0.494], [4.060, -4.258, 1.625], [1.940, -1.929, 2.043], [1.616, -4.380, 1.914], [-2.410, 0.209, -1.121], [-3.953, -0.901, -1.385], [-0.777, -0.798, -1.171], [-2.401, 1.694, -2.352], [-2.483, 0.628, -0.133], [11.390, 3.387, 1.573], [11.365, 1.872, 0.393], [11.631, 2.849, 3.399], [12.691, 4.693, 1.036], [10.417, 3.850, 1.509], [-2.357, -0.470, 4.000], [-1.398, -0.891, 5.608], [-3.438, -1.948, 3.403], [-3.431, 1.111, 4.196], [-1.632, -0.280, 3.226], [-6.779, 0.500, -4.215], [-8.272, 0.748, -5.397], [-5.315, -0.376, -5.096], [-6.245, 2.144, -3.385], [-7.112, -0.163, -3.431], [-1.071, -3.879, 6.181], [-2.588, -3.870, 7.356], [0.563, -4.238, 7.127], [-1.316, -5.084, 4.704], [-0.986, -2.885, 5.768], [-10.145, -0.892, -1.182], [-11.506, -0.660, -2.513], [-8.609, -1.782, -1.925], [-9.654, 0.771, -0.363], [-10.543, -1.537, -0.412], [-3.687, -5.272, -2.380], [-3.824, -7.116, -1.875], [-5.247, -4.277, -1.854], [-2.080, -4.454, -1.724], [-3.646, -5.237, -3.459], [-6.390, -2.052, 7.929], [-5.301, -2.675, 9.389], [-5.326, -1.287, 6.529], [-7.514, -3.452, 7.246], [-7.036, -1.284, 8.326], [3.228, 8.049, 1.389], [4.638, 7.514, 0.192], [1.685, 8.659, 0.426], [2.781, 6.638, 2.611], [3.601, 8.879, 1.969], [-8.693, -3.506, -5.412], [-7.775, -4.643, -4.163], [-7.452, -2.724, -6.646], [-10.127, -4.426, -6.295], [-9.130, -2.694, -4.845], [-4.064, -2.068, -9.069], [-3.520, -2.264, -7.234], [-4.581, -3.752, -9.828], [-5.459, -0.760, -9.242], [-3.210, -1.708, -9.622], [0.857, -0.984, -5.792], [-0.437, 0.138, -4.928], [2.503, -0.047, -6.119], [1.154, -2.593, -4.781], [0.457, -1.276, -6.752]]
}

Number 1: HOMO level -6.6 eV, LUMO -0.8 eV, calculated total energy -7100.1818 Eh. Number 2: HOMO level -8.9 eV, LUMO -0.3 eV, calculated total energy -103068.8100 Eh.